Entry 1:
C51H49F7N5O4PtS as an isolated structure in a non-equilibrium geometry, computed with ωB97M-V/def2-TZVPD.

Last column: Löwdin spin population.
CARTESIAN COORDINATES (ANGSTROEM)
Pt: -1.016978 -3.076471 -1.625949  1.533
C: -0.095148 1.039079 0.367261  0.010
F: 0.287892 2.339799 0.372611  0.003
F: 0.729622 0.340789 1.183131  0.001
F: -1.437298 0.872409 0.767221  0.001
S: 0.101562 0.152889 -1.395579  0.014
O: 1.544702 0.073889 -1.695409  0.002
O: -0.475428 -1.149131 -1.201859  0.101
O: -0.650168 0.902939 -2.426849  0.002
N: -2.305308 -3.092461 0.225821  0.049
C: -2.626908 -4.234431 0.956981  0.010
C: -3.527388 -4.328521 2.029051  0.003
C: -4.223878 -3.169371 2.442371  -0.001
C: -3.964468 -2.018791 1.806031  0.002
C: -2.994088 -2.022211 0.783971  0.005
H: -2.192928 -5.164911 0.621911  0.003
H: -3.664798 -5.293241 2.494701  0.000
H: -4.878688 -3.218531 3.299811  0.000
H: -4.411638 -1.100161 2.156111  0.000
H: -2.698018 -1.123731 0.262931  0.001
N: -2.170178 -1.297711 5.348911  0.000
C: -1.996238 -2.453461 6.056501  0.000
C: -1.203698 -3.491121 5.607751  0.000
C: -0.480208 -3.329881 4.471921  0.000
C: -0.669868 -2.149771 3.677771  0.000
C: -1.479828 -1.161751 4.215791  0.000
H: -2.536398 -2.584051 6.982561  0.000
H: -1.164358 -4.416901 6.162531  0.000
H: 0.289612 -3.964641 4.058571  0.000
H: -0.074998 -2.001031 2.788721  0.000
H: -1.629698 -0.222911 3.703421  0.000
N: 5.258532 -1.828571 3.205251  0.000
C: 4.806712 -2.762791 4.059881  0.000
C: 3.684152 -2.617271 4.821871  0.000
C: 2.893982 -1.510731 4.563721  0.000
C: 3.256912 -0.609551 3.562681  0.000
C: 4.506022 -0.775891 2.900011  0.000
H: 5.509582 -3.553251 4.277961  0.000
H: 3.523072 -3.337881 5.610011  0.000
H: 1.988552 -1.402771 5.142471  0.000
H: 2.537562 0.142779 3.274691  0.000
H: 4.733712 -0.231841 1.995271  0.000
N: 0.728662 -3.379731 -0.267489  0.163
C: 0.778872 -4.062671 0.934331  0.012
C: 1.929642 -4.321311 1.645841  0.006
C: 3.157282 -3.753371 1.195091  -0.007
C: 3.183142 -2.935351 0.061911  0.005
C: 1.973672 -2.837681 -0.655219  0.005
H: -0.184328 -4.410401 1.277471  0.001
H: 1.963052 -4.927121 2.539311  0.001
H: 4.042902 -3.918051 1.790881  0.000
H: 4.129662 -2.513571 -0.242419  0.001
H: 1.949372 -2.258871 -1.566689  0.000
N: 0.193962 -2.900991 -3.559319  0.047
C: 1.229432 -3.723261 -3.858239  0.006
C: 2.029532 -3.579941 -4.957769  0.002
C: 1.672942 -2.674671 -5.911999  -0.001
C: 0.595552 -1.800301 -5.725269  0.003
C: -0.146898 -1.944191 -4.493039  0.012
H: 1.353322 -4.482431 -3.100149  0.002
H: 2.843482 -4.285041 -5.039789  0.000
H: 2.337082 -2.502311 -6.746029  0.000
H: 0.452482 -0.972401 -6.403879  0.000
H: -0.969548 -1.248501 -4.417749  0.002
C: -1.773998 4.002139 -2.830689  0.000
O: -0.457558 3.466999 -2.887079  0.000
H: -2.310918 3.877599 -1.890319  0.000
H: -1.652718 5.064939 -3.040129  0.000
H: -2.450518 3.789109 -3.658359  0.000
H: -0.468768 2.515279 -2.761759  0.000
F: -8.175368 1.763599 -2.439579  0.000
C: -7.076378 1.538069 -1.744269  0.000
C: -7.166848 1.540949 -0.346119  0.000
C: -5.984678 1.394049 0.386231  0.000
C: -4.746258 1.210979 -0.260259  0.000
C: -4.716038 1.239889 -1.630949  0.000
C: -5.880868 1.332219 -2.398509  0.000
H: -8.118698 1.712699 0.134391  0.000
H: -5.998118 1.311849 1.463011  0.000
H: -3.819228 1.104399 0.283491  0.000
H: -3.734818 1.124109 -2.067059  0.000
H: -5.838358 1.347169 -3.477569  0.000
F: -3.418398 1.670309 3.092411  0.000
C: -3.233818 2.996549 3.227681  0.000
C: -2.942888 3.702679 2.091641  0.000
C: -2.594188 5.031109 2.174501  0.000
C: -2.526338 5.602919 3.389501  0.000
C: -2.845348 4.913039 4.599991  0.000
C: -3.100248 3.546829 4.513011  0.000
H: -3.086308 3.209229 1.141731  0.000
H: -2.324188 5.636189 1.321641  0.000
H: -2.244558 6.645499 3.394551  0.000
H: -2.931728 5.477329 5.516791  0.000
H: -3.318918 2.864069 5.320741  0.000
F: 3.249142 -0.090921 -7.331889  0.000
C: 2.985092 1.029259 -6.600159  0.000
C: 3.148832 2.274509 -7.222069  0.000
C: 2.874412 3.429389 -6.524069  0.000
C: 2.498152 3.345069 -5.206069  0.000
C: 2.230982 2.101599 -4.618779  0.000
C: 2.492062 0.924029 -5.320369  0.000
H: 3.470372 2.225269 -8.251919  0.000
H: 3.111932 4.367729 -7.003139  0.000
H: 2.497262 4.307049 -4.715149  0.000
H: 1.895672 2.108249 -3.592169  0.000
H: 2.493122 -0.057021 -4.868789  0.000
F: 4.495602 2.280879 2.660571  0.000
C: 4.581872 2.461269 1.372531  0.000
C: 5.789502 2.372739 0.710461  0.000
C: 5.861682 2.541509 -0.672819  0.000
C: 4.694512 2.850909 -1.333319  0.000
C: 3.487582 2.990129 -0.694389  0.000
C: 3.439632 2.783449 0.658071  0.000
H: 6.690472 2.080829 1.229551  0.000
H: 6.779562 2.402349 -1.224659  0.000
H: 4.841072 3.023049 -2.389389  0.000
H: 2.545862 3.174839 -1.189829  0.000
H: 2.455822 2.705449 1.096741  0.000

Force components x, y, z for each atom (eV/Å):
Pt 0.6 -0.7 0.2
C -0.3 -0.6 -0.7
F -1.2 -2.1 -0.1
F -1.2 0.7 -0.3
F 2.7 0.7 -0.5
S 2.4 3.3 -3.0
O -2.0 0.3 1.2
O -1.1 -0.2 1.6
O 0.5 -1.2 2.1
N -2.6 -0.6 3.1
C -0.2 -0.1 -0.6
C 0.5 1.1 -1.0
C 0.4 -2.6 0.8
C 1.5 1.1 -1.2
C 1.1 0.2 -2.1
H 0.3 0.0 -0.2
H 0.0 0.0 0.0
H -0.2 0.0 -0.1
H 0.1 0.2 -0.4
H -0.4 0.4 0.3
N 0.4 -1.2 1.3
C -0.5 1.2 -1.3
C 0.0 -0.6 0.8
C 0.5 2.1 -2.9
C 0.4 -1.0 1.9
C -0.4 -0.3 -0.3
H -0.2 0.3 0.0
H 0.2 0.0 0.2
H -0.2 -0.7 0.4
H -0.1 0.1 -0.1
H 0.0 0.2 -0.2
N 0.1 -0.5 -0.9
C 1.6 1.2 0.2
C 0.0 0.0 0.0
C -0.1 0.2 -0.1
C 0.4 -0.4 -0.2
C -2.1 -1.4 0.8
H 0.0 -0.3 -0.2
H -0.5 0.0 0.0
H -0.2 0.3 -0.1
H 0.2 0.3 0.0
H 0.5 0.5 0.3
N 3.9 -0.1 1.2
C -0.8 0.3 -1.4
C 1.5 1.0 -0.9
C -1.2 0.0 0.2
C -1.5 -1.4 0.5
C -1.3 -0.3 0.3
H 0.1 -0.2 0.1
H -0.4 0.0 0.0
H 0.1 0.0 -0.1
H -0.3 0.3 -0.4
H -0.1 0.0 0.0
N -1.5 0.9 -1.0
C -1.1 0.5 1.4
C -0.3 -1.3 0.6
C 0.1 1.8 -0.7
C 0.0 -1.3 2.5
C 1.7 -0.5 -1.8
H 0.5 -0.1 -0.1
H 0.2 0.2 -0.3
H -0.1 -0.1 -0.3
H -0.4 -0.1 0.0
H -0.2 -0.2 1.0
C 0.4 1.1 -0.6
O -0.5 0.7 -0.1
H 0.2 -0.2 0.2
H 0.1 0.3 0.6
H 0.1 -1.1 -0.2
H -0.3 -0.2 0.0
F -0.8 0.0 -0.6
C 0.7 -0.1 1.2
C 0.9 0.2 -0.2
C 0.2 -0.7 -0.3
C -1.2 0.5 0.4
C 0.2 -0.6 -0.4
C 0.5 0.4 0.2
H 0.0 -0.1 0.0
H -0.2 0.3 0.2
H -0.1 0.0 0.2
H 0.0 0.0 -0.6
H -0.1 0.0 0.0
F -0.5 -0.6 0.1
C 1.5 0.8 0.6
C -0.8 -0.6 -0.9
C 0.3 -0.4 -0.8
C -0.3 0.9 2.5
C 0.2 0.0 -1.5
C -0.8 -0.1 -0.8
H 0.2 -0.1 -0.1
H -0.1 -0.2 -0.3
H -0.1 0.1 0.5
H 0.3 -0.2 0.2
H 0.1 0.3 0.4
F 0.0 0.1 0.4
C -0.4 1.2 -0.6
C -0.2 -1.7 -0.3
C 1.0 -0.4 -0.6
C -0.2 0.0 0.1
C 0.4 0.8 0.0
C 0.5 0.0 0.2
H 0.1 0.4 -0.1
H -0.2 0.2 0.1
H -0.6 -0.3 0.7
H 0.0 -0.4 0.1
H -0.4 0.0 0.3
F 0.0 -0.4 1.9
C 0.0 0.8 -2.4
C 0.9 -0.6 0.0
C -0.8 -0.1 1.1
C 0.9 0.5 -1.6
C -0.1 -0.2 0.0
C -0.7 -0.7 0.6
H 0.0 0.1 0.4
H 0.1 0.1 0.2
H -0.6 0.0 -0.3
H 0.1 0.1 -0.4
H 0.2 0.4 0.5

Calculated values
- Orbital gap (spin up / spin down): 7.321 / 5.675 eV
- Energy relative to the best compared isomer or geometry (same formula, charge and spin): 372.0 kJ/mol
- Multiplicity: 3
- Charge: +1
- Lowest unoccupied orbital energy (spin up / spin down): -3.36 / -5.01 eV
- Maximum force: 0.09946 hartree/bohr

Entry 2:
A 2-piece molecular cluster, C5H12NO2 overall in a non-equilibrium geometry, computed with ωB97M-V/def2-TZVPD.

Last column: natural (NBO) charge in e.
CARTESIAN COORDINATES (ANGSTROEM)
N: -1.407985 2.907372 -1.584388  -0.838
C: -0.441535 2.202743 -0.924195  0.818
O: 0.488627 1.638969 -1.599929  -0.308
O: -0.415863 2.054193 0.290741  -0.476
H: -1.840979 3.589172 -0.977657  0.404
H: -1.144405 3.233086 -2.502073  0.401
C: -1.073181 -0.992115 1.858351  -0.602
C: 1.750738 -1.140628 -0.833646  -0.604
C: 0.366939 -1.310862 -0.218710  -0.389
C: 0.338832 -1.009223 1.277101  -0.394
H: -1.659224 -0.153895 1.485229  0.207
H: -1.037290 -0.954400 2.946288  0.205
H: -1.576555 -1.928189 1.606971  0.194
H: 1.729877 -1.426748 -1.879486  0.204
H: 2.424998 -1.847497 -0.342341  0.197
H: 2.136997 -0.128206 -0.787095  0.212
H: 0.002170 -2.319006 -0.384364  0.189
H: -0.386137 -0.665111 -0.685683  0.189
H: 0.939986 -1.723393 1.839413  0.188
H: 0.803991 -0.026262 1.415472  0.203

Force components x, y, z for each atom (eV/Å):
N 0.4 0.0 0.4
C -0.7 0.6 -1.1
O 0.1 -0.1 0.4
O 0.5 -0.4 0.4
H -0.2 0.0 -0.2
H -0.1 0.0 0.0
C 0.3 -0.4 0.0
C -0.3 -0.7 -0.1
C -0.2 0.4 0.3
C -0.1 0.5 0.0
H 0.0 0.0 0.0
H -0.1 0.2 0.1
H -0.2 0.0 -0.1
H 0.0 0.0 -0.3
H 0.2 0.3 0.0
H 0.0 0.1 0.3
H 0.0 -0.4 -0.1
H 0.2 0.0 -0.1
H 0.2 -0.1 -0.1
H 0.0 -0.1 0.1

Calculated values
- Orbital gap (spin up / spin down): 11.488 / 7.663 eV
- Energy relative to the best compared isomer or geometry (same formula, charge and spin): 0.0 kJ/mol
- Multiplicity: 2
- Charge: 0
- Lowest unoccupied orbital energy (spin up / spin down): 0.64 / -3.15 eV
- Maximum force: 0.02777 hartree/bohr

Entry 3:
One molecule with the formula C5H8O2, computed with ωB97M-V/def2-TZVPD.

Last column: natural (NBO) charge in e.
CARTESIAN COORDINATES (ANGSTROEM)
O: -1.469048 -0.343610 -1.107542  -0.698
C: -0.398624 0.192692 -0.391363  0.229
C: -0.372046 -0.151979 1.083029  -0.536
C: 0.233356 -1.474496 1.391433  0.454
O: 0.435800 -2.345923 0.577860  -0.532
C: 0.026251 1.571276 -0.743408  -0.423
C: 0.919785 0.399983 -1.085152  -0.437
H: -1.228399 -1.257028 -1.305145  0.481
H: 0.158986 0.595311 1.684464  0.226
H: -1.393055 -0.218034 1.480182  0.254
H: 0.463294 -1.586174 2.475111  0.102
H: 0.302652 2.168436 0.114250  0.207
H: -0.512497 2.066713 -1.542054  0.231
H: 1.015623 0.115001 -2.133551  0.230
H: 1.817923 0.267831 -0.498115  0.213

Force components x, y, z for each atom (eV/Å):
O 0.1 -0.2 -0.1
C 0.2 0.1 0.3
C -0.1 0.0 -0.2
C 0.1 -0.5 -0.1
O 0.0 0.3 0.5
C -0.2 0.1 -0.1
C -0.1 0.0 -0.1
H -0.1 0.0 0.0
H -0.1 0.0 -0.1
H 0.0 0.2 0.0
H 0.1 -0.4 -0.2
H 0.1 0.3 -0.2
H 0.1 0.0 0.1
H -0.2 0.1 0.3
H 0.1 0.0 0.0

Calculated values
- Orbital gap: 10.709 eV
- Energy relative to the best compared isomer or geometry (same formula, charge and spin): 145.8 kJ/mol
- Charge: 0
- Lowest unoccupied orbital energy: 0.90 eV
- Maximum force: 0.01137 hartree/bohr